{"formula": "C37H37NP2ReS2", "method": "ωB97M-V with the def2-TZVPD basis set", "species": ["Re", "S", "P", "C", "P", "S", "C", "C", "C", "C", "C", "C", "C", "C", "C", "C", "C", "C", "C", "C", "C", "C", "C", "C", "C", "C", "C", "C", "C", "C", "H", "H", "H", "H", "H", "H", "H", "H", "H", "H", "H", "H", "H", "H", "H", "H", "H", "H", "H", "H", "C", "C", "C", "C", "C", "C", "C", "C", "C", "C", "C", "C", "N", "H", "H", "H", "H", "H", "H", "H", "H", "H", "H", "H", "H", "H", "H", "H", "H", "H"], "coordinates": [[0.187, -1.459, 0.643], [2.482, -1.606, -0.139], [1.926, 0.311, -0.609], [0.473, 0.608, 0.231], [0.224, 0.991, 1.871], [0.457, -0.718, 2.970], [1.317, 2.282, 2.532], [0.966, 3.627, 2.452], [1.858, 4.602, 2.873], [3.101, 4.238, 3.371], [3.456, 2.898, 3.448], [2.566, 1.922, 3.031], [-1.459, 1.580, 2.127], [-1.892, 1.894, 3.413], [-3.191, 2.330, 3.614], [-4.060, 2.443, 2.535], [-3.631, 2.123, 1.256], [-2.327, 1.694, 1.048], [1.637, 0.433, -2.390], [2.452, -0.253, -3.284], [2.273, -0.089, -4.647], [1.285, 0.767, -5.120], [0.473, 1.452, -4.229], [0.646, 1.285, -2.862], [3.292, 1.469, -0.326], [4.568, 1.024, -0.001], [5.590, 1.943, 0.194], [5.338, 3.300, 0.065], [4.063, 3.746, -0.258], [3.040, 2.833, -0.453], [-0.008, 3.912, 2.072], [1.579, 5.647, 2.820], [3.797, 5.000, 3.700], [4.426, 2.613, 3.833], [2.831, 0.873, 3.100], [-1.215, 1.787, 4.253], [-3.529, 2.575, 4.612], [-5.077, 2.777, 2.697], [-4.311, 2.203, 0.418], [-1.973, 1.434, 0.059], [3.207, -0.936, -2.911], [2.898, -0.634, -5.343], [1.147, 0.894, -6.186], [-0.305, 2.109, -4.597], [0.000, 1.789, -2.153], [4.757, -0.036, 0.110], [6.584, 1.596, 0.446], [6.136, 4.015, 0.218], [3.864, 4.805, -0.351], [2.044, 3.178, -0.704], [-2.390, -0.508, -2.474], [-2.193, -1.951, -2.946], [-0.762, -2.205, -3.428], [-2.629, -2.987, -1.928], [-3.584, -3.925, -2.294], [-3.998, -4.917, -1.421], [-3.448, -4.977, -0.153], [-2.493, -4.062, 0.268], [-1.965, -4.158, 1.685], [-2.493, -3.008, 2.548], [-0.453, -4.355, 1.778], [-2.085, -3.053, -0.627], [-1.163, -2.102, -0.241], [-2.232, 0.176, -3.310], [-1.685, -0.252, -1.683], [-3.404, -0.359, -2.097], [-2.853, -2.095, -3.808], [-0.053, -2.127, -2.603], [-0.477, -1.472, -4.187], [-0.675, -3.201, -3.864], [-4.007, -3.876, -3.291], [-4.743, -5.639, -1.728], [-3.768, -5.751, 0.536], [-2.389, -5.078, 2.100], [-2.171, -2.033, 2.181], [-2.143, -3.106, 3.578], [-3.584, -3.021, 2.551], [0.160, -3.533, 1.368], [-0.145, -5.242, 1.223], [-0.138, -4.456, 2.817]], "atomic_forces_ev_per_a": [[0.1289, 0.1254, 0.1612], [-0.0400, 0.0106, -0.1474], [-0.1889, 0.0615, 0.0650], [0.2080, -0.3701, 0.1673], [0.1618, 0.2500, -0.1707], [-0.0998, -0.1604, -0.0460], [-0.0384, -0.0376, 0.0132], [-0.0070, 0.0201, -0.0028], [-0.0196, -0.0022, 0.0103], [0.0137, -0.0081, -0.0300], [0.0239, 0.0359, -0.0266], [-0.0227, -0.0261, 0.0050], [0.0056, 0.0557, -0.0978], [-0.0341, -0.0056, -0.0064], [0.0245, 0.0042, 0.0266], [-0.0148, -0.0087, -0.0178], [-0.0069, 0.0069, 0.0089], [-0.0095, 0.0008, 0.0404], [0.0310, 0.0401, 0.0237], [-0.0189, -0.0385, -0.0153], [-0.0049, 0.0101, -0.0105], [0.0205, 0.0110, 0.0139], [-0.0172, -0.0054, -0.0236], [-0.0139, -0.0380, 0.0050], [0.0133, -0.0640, 0.0304], [-0.0073, 0.0389, 0.0282], [0.0008, 0.0222, -0.0105], [0.0296, -0.0191, 0.0228], [-0.0457, 0.0209, 0.0370], [0.0195, 0.0040, -0.0021], [0.0029, -0.0047, -0.0132], [0.0018, 0.0051, -0.0066], [-0.0043, 0.0051, 0.0037], [0.0065, 0.0016, 0.0065], [0.0105, 0.0104, -0.0204], [0.0002, 0.0088, 0.0044], [-0.0063, 0.0004, 0.0056], [-0.0026, 0.0024, -0.0006], [-0.0068, 0.0020, -0.0018], [0.0051, -0.0112, -0.0097], [0.0063, 0.0177, -0.0002], [0.0050, -0.0009, -0.0057], [-0.0082, -0.0043, -0.0042], [0.0022, 0.0066, -0.0054], [0.0011, 0.0091, -0.0004], [-0.0085, -0.0058, -0.0031], [0.0088, -0.0002, 0.0057], [0.0046, 0.0000, -0.0003], [0.0041, 0.0127, -0.0018], [-0.0110, 0.0120, 0.0046], [0.0068, 0.0220, -0.0274], [-0.0261, 0.0010, -0.0054], [-0.0152, 0.0305, 0.0379], [0.0905, 0.0283, 0.1177], [0.0105, -0.0199, -0.0264], [-0.0276, -0.0207, -0.0173], [-0.0103, -0.0411, 0.0406], [0.0544, 0.0880, -0.0763], [-0.0174, 0.0252, 0.0223], [0.0161, -0.0034, 0.0506], [0.0292, 0.0252, 0.0008], [-0.2769, -0.2731, -0.1592], [0.1087, 0.1503, 0.0650], [0.0003, 0.0038, -0.0039], [-0.0144, 0.0261, -0.0202], [-0.0100, 0.0006, 0.0123], [-0.0014, 0.0021, 0.0014], [0.0145, 0.0054, -0.0025], [-0.0032, 0.0070, 0.0049], [0.0160, -0.0127, 0.0004], [0.0022, 0.0068, -0.0053], [-0.0044, -0.0017, -0.0015], [0.0056, -0.0061, 0.0070], [-0.0315, 0.0101, -0.0196], [-0.0260, -0.0336, -0.0042], [0.0071, 0.0147, 0.0022], [-0.0130, 0.0012, 0.0150], [0.0173, -0.0128, -0.0353], [0.0160, -0.0072, 0.0116], [-0.0207, -0.0173, 0.0061]], "mulliken_charge": [-0.04, -0.62, 0.84, -1.34, 1.91, -0.57, 0.36, -0.53, -0.74, -0.47, -0.69, -0.29, 0.46, -0.65, -0.71, -0.47, -0.69, -0.10, 0.69, -0.42, -0.70, -0.52, -0.70, -0.14, 0.71, -0.27, -0.70, -0.55, -0.61, -0.43, 0.47, 0.40, 0.42, 0.41, 0.30, 0.43, 0.40, 0.38, 0.42, 0.08, 0.45, 0.41, 0.38, 0.43, 0.27, 0.41, 0.42, 0.41, 0.42, 0.34, -1.12, 0.45, -1.12, 0.20, -1.00, -1.18, -0.94, 0.62, 0.33, -1.13, -1.29, 0.74, 0.15, 0.45, -0.07, 0.42, 0.59, 0.11, 0.26, 0.43, 0.39, 0.38, 0.38, 0.49, 0.07, 0.38, 0.37, 0.18, 0.36, 0.39], "spin_multiplicity": 2, "e_tot_ha": -3044.279759, "relative_energy_kcal_mol": 1.88, "homo_lumo_gap_ev": [6.790, 7.643]}